Entry 1:
{
  "formula": "C68H62Cl2NO12PS2",
  "method": "ωB97M-V/def2-TZVPD",
  "smiles": "CCCCCCCCC1=C(Cl)C(=O)c2c(c(C)c(CCCN)c(CCCCS(=O)(=O)Cl)c2P(O)(O)=S)C1=O.O=C1c2ccccc2C(=O)c2ccccc21.O=C1c2ccccc2C(=O)c2ccccc21.O=C1c2ccccc2C(=O)c2ccccc21",
  "homo_lumo_gap_ev": 7.3,
  "e_homo_ev": -8.666,
  "elements": ["H", "H", "C", "C", "H", "C", "C", "C", "C", "H", "C", "Cl", "H", "H", "C", "H", "H", "H", "C", "C", "C", "H", "H", "O", "C", "C", "H", "C", "H", "H", "H", "C", "H", "C", "N", "O", "H", "H", "C", "C", "O", "P", "O", "C", "H", "C", "C", "C", "C", "C", "C", "C", "C", "O", "Cl", "C", "C", "H", "C", "C", "C", "S", "H", "C", "H", "C", "O", "C", "H", "H", "C", "H", "H", "C", "C", "H", "C", "C", "H", "H", "C", "O", "H", "C", "H", "H", "C", "H", "H", "C", "C", "C", "C", "H", "H", "H", "H", "H", "H", "O", "H", "C", "C", "H", "H", "H", "C", "H", "C", "H", "H", "C", "C", "C", "C", "S", "H", "C", "C", "H", "C", "C", "C", "C", "C", "H", "O", "H", "H", "O", "C", "H", "H", "H", "H", "O", "C", "H", "H", "C", "H", "C", "H", "H", "O", "H", "C", "C"],
  "xyz": [[3.65, -1.93, 0.91], [-8.85, 3.73, 3.04], [9.84, 3.88, 3.03], [-3.54, 1.06, -0.29], [-5.51, -2.03, -2.89], [1.19, 0.25, 0.58], [-6.04, 0.36, -6.82], [-5.81, -0.92, -4.70], [11.72, 0.10, 3.87], [3.62, -3.17, 3.16], [9.01, 1.18, -3.35], [-14.62, -3.49, 3.28], [12.17, -1.88, 3.15], [-6.14, 2.92, -10.68], [8.24, -0.85, -1.60], [2.04, -2.26, 2.82], [-5.12, 3.36, -0.66], [-10.03, -0.82, 0.42], [11.11, 1.32, 3.58], [-9.48, 2.39, 1.38], [-11.32, -1.09, 2.63], [-7.53, 3.59, 1.77], [1.52, 0.11, 2.82], [-3.59, -2.99, 0.44], [9.23, 5.10, 2.74], [3.90, -1.36, 1.88], [1.99, 1.74, 2.03], [-9.70, -0.92, 2.62], [8.80, 5.27, 1.76], [-1.58, 2.48, 1.23], [6.78, 0.55, -0.87], [11.07, -0.74, 1.70], [8.68, 7.04, 3.49], [0.10, 1.36, 0.19], [-7.66, 1.97, 3.20], [-12.83, -4.71, 1.35], [-7.79, -3.28, 3.56], [-0.87, 1.14, 2.29], [10.23, -4.67, -1.63], [-6.15, 1.71, -8.91], [-7.97, -3.64, 2.66], [-6.56, -3.37, 1.68], [11.62, 2.22, 5.68], [10.50, 1.51, 2.34], [-8.80, 2.54, -0.73], [-4.14, 2.44, -10.03], [-5.38, 1.06, -7.95], [-2.47, -0.86, 1.16], [8.58, -3.20, -0.66], [-5.02, 0.50, 0.03], [-3.37, 1.77, -9.08], [-2.39, 0.49, 0.69], [-3.99, 1.07, -8.05], [9.39, 3.01, 0.90], [-1.27, -1.63, 2.28], [10.34, 4.66, 5.26], [7.97, 1.39, -2.44], [-9.33, -1.69, 3.40], [2.03, 0.59, 1.92], [-6.27, 1.41, -0.18], [-3.65, -1.60, -3.88], [-6.67, -4.61, 0.20], [8.70, -6.16, 1.00], [-3.15, 0.35, -7.06], [-2.29, 1.80, -9.16], [-1.15, 1.40, 1.20], [-1.94, 0.32, -7.17], [9.65, -0.05, -3.39], [11.00, -4.87, -2.38], [3.92, 0.58, 0.74], [-5.53, 2.40, -9.94], [-11.80, -0.67, 1.68], [-10.12, 3.29, 1.04], [9.27, -1.08, -2.52], [-3.82, -0.33, -5.92], [7.46, 2.35, -2.42], [11.70, -0.93, 2.93], [-5.21, -0.31, -5.80], [0.77, -0.81, 0.61], [-7.23, 1.69, -8.84], [-5.11, -0.97, 0.58], [-7.26, 0.34, -6.74], [-10.65, -3.26, 2.38], [9.16, 6.09, 3.72], [11.05, -1.55, 0.97], [-9.19, -2.37, 0.87], [9.95, -2.39, -2.58], [1.97, 0.26, -0.28], [12.20, -0.06, 4.82], [-7.75, -0.70, 0.77], [-6.16, 2.92, -0.76], [-3.72, -1.78, 0.70], [9.58, -3.44, -1.61], [10.77, 4.50, 6.25], [-6.51, 2.88, -1.86], [2.47, -0.56, 4.64], [-5.46, -3.38, 3.65], [3.13, -2.14, 5.33], [-6.88, 2.48, 3.66], [10.82, -2.59, -3.41], [-6.89, -0.89, -4.59], [3.29, -1.35, 4.50], [-7.65, 0.77, 0.22], [-6.88, 3.64, -0.23], [10.43, -6.60, -0.71], [7.51, -4.00, 1.03], [8.94, -5.40, 0.27], [-8.30, 1.74, 3.98], [-8.33, 2.99, 2.32], [-1.96, -1.01, -5.06], [4.24, 0.76, 2.55], [-3.04, -0.98, -4.96], [10.48, 0.48, 1.40], [7.85, -1.91, -0.64], [3.15, -2.11, 3.08], [-13.06, -3.31, 1.91], [9.31, 1.97, -4.02], [-9.22, -1.24, 1.12], [-8.96, 1.68, 0.03], [10.46, -0.21, -4.10], [9.88, 2.82, 2.00], [11.09, 2.39, 4.60], [9.71, 5.87, 4.98], [-11.57, -2.69, 2.80], [-5.04, -1.56, -3.74], [-3.05, -2.10, -3.13], [-3.27, 1.83, -1.24], [-9.86, 1.09, -0.39], [-9.36, 0.10, 3.02], [-5.24, -3.69, 2.74], [-6.49, -1.62, 0.97], [-3.66, 2.99, -10.83], [-11.64, -2.96, 3.91], [9.99, 0.62, 0.44], [0.62, 2.38, 0.17], [-13.46, -2.41, 0.78], [8.27, -4.18, 0.28], [4.33, -0.90, 4.64], [9.65, 6.64, 5.74], [9.91, -5.65, -0.70], [-10.19, 1.70, 1.95], [7.59, 0.38, -1.57], [5.03, -1.48, 2.06], [-0.32, 1.09, -0.85], [6.95, -1.72, 0.15], [-11.75, -0.61, 3.59], [3.59, 0.21, 1.78], [10.41, 3.67, 4.29]],
  "mulliken_charge": [0.2335, 0.4078, 0.1953, -0.1142, 0.5954, -0.4365, 0.5474, -0.8219, -0.6391, 0.3836, -0.4769, -0.2133, 0.4032, 0.3931, 0.0927, 0.0602, 0.3292, 0.4615, 0.3067, -0.3379, -0.8505, 0.2083, -0.0502, -0.5367, -0.4832, -0.3084, 0.3177, 0.4314, 0.4605, 0.3460, 0.5969, -0.3244, 0.3975, -0.6156, -0.4997, -0.5569, 0.3144, 0.4058, -0.6887, -0.5592, -0.4666, 0.6507, -0.6727, 0.1922, 0.4324, -0.4652, 0.1944, 0.0786, 0.2771, 0.5509, -0.5474, 0.0710, 0.2145, -0.6771, -0.1429, -0.5463, -0.6038, 0.1114, -0.0946, -0.1023, -0.6081, -0.3907, 0.4198, 0.5875, 0.4570, -0.8807, -0.6730, -0.7401, 0.4732, 0.2672, -0.4523, 0.5045, 0.3918, 0.6295, 0.2102, 0.4278, -0.6777, 0.3306, 0.0858, 0.4582, 0.1194, -0.6743, 0.1556, -0.4875, 0.5115, 0.5628, 0.4063, 0.3359, 0.4662, 0.3904, -1.1690, -0.0367, 0.3615, 0.4583, 0.2955, 0.2285, 0.3365, 0.3331, 0.2603, -0.6909, 0.4804, -0.9476, 0.1225, 0.3028, 0.3982, 0.5097, -0.6111, 0.2149, -0.6539, 0.4719, 0.2942, -0.6203, -0.6169, 0.5064, -0.2822, 1.0581, 0.3993, -0.9228, -1.1510, 0.4800, 0.4213, 0.6206, -0.4594, -0.4818, -0.4331, 0.5164, -0.5949, 0.3598, -0.5061, -0.4592, 0.6929, 0.3927, 0.4748, 0.6283, 0.3525, -0.5465, -0.5984, 0.2404, 0.3967, -0.4516, 0.1142, -0.5267, 0.2166, 0.2878, -0.6276, 0.3573, -0.7738, 0.1408]
}



Entry 2:
{
  "formula": "C29H15ClF4IN7O6PtS",
  "method": "ωB97M-V/def2-TZVPD",
  "homo_lumo_gap_ev": [5.9, 5.9],
  "e_above_lowest_kcal_mol": 0.00,
  "total_charge": 2,
  "e_homo_ev": [-14.218, -14.219],
  "elements": ["N", "H", "C", "Cl", "C", "C", "F", "C", "H", "F", "H", "H", "N", "C", "C", "H", "C", "S", "C", "H", "H", "C", "C", "C", "C", "C", "C", "O", "C", "O", "O", "H", "H", "C", "C", "C", "C", "H", "C", "F", "N", "F", "I", "C", "O", "C", "H", "H", "Pt", "C", "C", "C", "N", "C", "N", "H", "C", "H", "H", "N", "N", "O", "O", "C", "C"],
  "xyz": [[7.86, -3.17, -6.17], [-0.97, 3.52, 7.02], [0.14, 0.37, 4.53], [0.53, 1.93, -2.83], [7.79, -1.97, -2.98], [-2.63, 4.75, 0.70], [3.13, -1.49, -1.03], [7.39, -2.83, -5.17], [-3.08, -0.66, -2.80], [2.32, -3.14, -5.39], [1.11, -0.03, 4.30], [-2.55, 2.79, 7.33], [0.12, -1.13, -0.97], [-2.63, -1.12, 0.47], [-2.39, 1.37, 5.12], [-3.70, 1.92, -0.83], [-1.31, 1.70, 5.95], [-0.73, -1.09, 2.43], [-4.25, -2.65, -0.29], [-4.72, -2.54, -2.40], [-3.54, -2.59, 1.75], [1.25, -2.18, -3.00], [-3.50, 3.90, 0.03], [4.48, -2.79, -4.69], [-0.05, 1.19, 5.63], [4.90, -1.91, -2.44], [0.65, -1.63, -1.86], [1.63, 1.11, -2.47], [-3.50, -2.16, 0.76], [0.62, -1.00, 1.97], [0.51, 3.16, -2.11], [-0.63, 4.97, 1.51], [-4.94, -3.46, -0.11], [-3.26, -1.11, -1.83], [-1.50, 2.57, 7.15], [3.16, -2.74, -4.45], [-4.14, -2.14, -1.59], [-4.49, 4.22, -0.24], [-1.01, 3.05, 0.65], [4.90, -3.24, -5.85], [8.61, -1.68, -2.24], [5.71, -1.53, -1.48], [0.84, 2.08, 0.84], [-2.22, 0.55, 4.02], [-1.34, -2.34, 2.73], [6.81, -2.39, -3.94], [-3.07, 0.28, 3.40], [0.79, 1.42, 6.27], [-0.93, 0.50, -0.45], [2.62, -2.26, -3.21], [-0.96, 0.06, 3.73], [-3.08, 2.63, -0.30], [-1.85, 2.22, 0.03], [-1.34, 4.33, 1.01], [-0.71, -2.72, -4.59], [-3.38, 1.75, 5.36], [0.22, -2.55, -3.94], [-2.94, 5.75, 0.96], [-1.09, 2.10, 8.04], [-2.59, -0.60, -0.78], [-1.69, -0.40, 1.20], [-0.74, 1.17, -2.35], [0.32, 2.06, -4.21], [3.58, -1.87, -2.22], [5.46, -2.36, -3.70]],
  "mulliken_charge": [-0.3625, 0.3284, -0.4612, 1.7090, -0.1886, -0.1690, -0.2774, -0.2231, 0.6436, -0.2896, 0.5343, 0.3565, -0.1846, 0.6427, -0.9815, 0.5140, 0.8690, 1.2766, -0.4021, 0.4846, 0.5685, 0.4964, -0.8725, 0.4127, -0.7534, -0.0009, 0.6129, -0.5135, -0.9275, -0.5854, -0.5709, 0.5208, 0.4625, -0.3185, -1.4409, -0.1117, -0.8732, 0.4754, 0.6767, -0.2554, -0.3832, -0.2717, 0.1878, -0.4211, -0.6714, 1.3785, 0.3998, 0.4411, 0.5529, 0.7766, 0.3958, -0.0513, 0.2956, -0.5984, -0.4771, 0.3586, -0.4562, 0.4729, 0.3810, -0.1972, -0.0939, -0.7354, -0.5735, 0.3902, 0.0786]
}



Entry 3:
{
  "formula": "C21H13N3O8Ru",
  "method": "ωB97M-V/def2-TZVPD",
  "spin_multiplicity": 5,
  "homo_lumo_gap_ev": [6.5, 5.9],
  "e_homo_ev": [-7.193, -7.198],
  "elements": ["H", "C", "C", "O", "H", "C", "O", "H", "H", "C", "N", "O", "C", "C", "C", "C", "C", "N", "H", "C", "C", "O", "H", "C", "C", "C", "H", "Ru", "C", "N", "C", "H", "C", "H", "O", "H", "O", "O", "H", "C", "H", "C", "C", "H", "O", "C"],
  "xyz": [[0.88, 0.81, -2.46], [0.17, -1.80, 1.29], [-0.54, -3.36, -0.57], [2.52, 1.23, 4.32], [-1.84, 5.05, 0.04], [0.07, 1.11, -1.79], [-2.90, -1.29, -0.42], [1.49, 3.01, -2.90], [1.50, 5.39, -2.51], [-1.49, -5.45, -1.26], [-0.56, 0.14, -1.13], [-0.22, 4.26, 1.11], [-0.05, 2.50, -1.54], [1.65, 1.02, 3.31], [-1.64, -4.18, -0.73], [-0.86, 4.59, -0.16], [-0.39, 2.93, 0.92], [-0.13, -1.05, -1.04], [-2.62, -3.81, -0.47], [0.12, 1.88, 1.67], [0.74, -3.83, -0.89], [-3.06, 2.42, 0.43], [-0.12, -6.89, -2.05], [1.03, 2.11, 2.74], [0.80, 3.39, -2.16], [-0.98, 3.06, -0.47], [-0.02, 6.47, -0.91], [-2.19, 0.64, -0.17], [0.01, 5.40, -1.04], [-0.23, 0.63, 1.28], [1.38, -0.26, 2.80], [2.86, 0.39, 4.65], [-0.65, -1.94, -0.04], [1.25, 3.11, 3.05], [1.81, -3.02, -0.67], [2.63, -3.49, -0.89], [-2.30, 2.62, -0.72], [-1.94, -1.67, 0.51], [-2.36, -6.08, -1.40], [0.88, -5.11, -1.42], [1.88, -1.14, 3.18], [0.82, 4.79, -1.91], [-0.24, -5.91, -1.62], [1.86, -5.47, -1.68], [0.55, -2.77, 1.90], [0.42, -0.41, 1.80]],
  "mulliken_spin": [0.0088, -0.0251, 0.0054, -0.0070, 0.0050, 0.1481, 0.2354, 0.0135, -0.0032, 0.0006, -0.0714, 0.1390, -0.1152, -0.0468, 0.0029, 0.0185, 0.4677, -0.2182, 0.0017, -0.0877, -0.0141, 0.1332, 0.0000, 0.1843, 0.2277, 0.0623, 0.0081, 2.4047, 0.1663, 0.2191, 0.1190, 0.0013, -0.0236, 0.0186, 0.0014, 0.0001, 0.0516, 0.0885, 0.0001, -0.0009, 0.0092, -0.0790, -0.0011, -0.0002, -0.0208, -0.0274]
}



Entry 4:
{
  "formula": "C34H45N2OPPtS",
  "method": "ωB97M-V/def2-TZVPD",
  "homo_lumo_gap_ev": 6.2,
  "e_above_lowest_kcal_mol": 78.78,
  "e_homo_ev": -5.780,
  "elements": ["H", "C", "C", "H", "C", "S", "H", "H", "C", "H", "C", "C", "H", "C", "C", "H", "N", "C", "C", "H", "C", "H", "C", "H", "C", "C", "H", "C", "H", "H", "C", "H", "C", "H", "H", "C", "C", "H", "C", "H", "C", "H", "H", "P", "H", "C", "Pt", "H", "C", "H", "C", "H", "C", "N", "H", "H", "H", "H", "H", "C", "C", "C", "H", "H", "H", "H", "O", "H", "H", "C", "H", "H", "H", "H", "C", "H", "C", "H", "C", "H", "C", "H", "H", "H", "C"],
  "xyz": [[4.06, 3.41, -1.20], [3.00, -1.78, 1.55], [-0.32, 0.34, -0.96], [2.95, 1.09, -1.25], [-1.41, 1.38, -2.91], [-1.04, -3.63, -1.21], [1.08, 4.69, 3.08], [1.94, -2.99, 4.05], [3.13, 1.63, -0.32], [0.06, 4.61, 1.65], [-2.71, -3.33, -0.69], [-2.04, -1.86, -4.77], [0.41, 1.21, 3.59], [4.28, 2.62, -0.48], [1.63, -3.39, 3.08], [2.26, -1.56, 0.78], [-0.15, -2.87, -0.13], [-2.46, 2.06, -3.52], [-3.15, -2.03, -0.48], [-2.19, -0.44, 1.54], [-4.85, -4.21, -0.07], [-0.34, 4.71, -2.12], [-0.80, -1.42, -5.21], [-0.71, -0.92, -6.17], [1.93, 3.51, 1.47], [-5.30, -2.92, 0.14], [2.03, 3.89, -1.56], [2.84, -0.72, 2.60], [4.74, -1.03, 3.54], [0.75, -3.36, -0.13], [2.28, 1.02, 4.64], [1.06, -2.34, -2.53], [-2.17, -2.49, -3.54], [0.23, 5.16, -0.52], [-5.51, -5.05, 0.08], [-3.54, -4.42, -0.49], [-1.31, -0.02, 2.03], [-4.38, 2.63, -0.79], [-3.55, 2.28, -1.38], [-4.36, 3.02, -3.23], [-1.04, -2.66, -2.75], [2.00, 1.69, 5.44], [4.54, 3.11, 0.47], [1.47, 2.29, 0.17], [1.46, -4.47, 3.22], [2.78, -3.21, 2.08], [0.34, 0.08, 0.70], [-2.92, -1.70, -5.38], [3.52, 0.40, 4.61], [4.26, 0.59, 5.37], [0.75, 4.04, 2.27], [-2.48, -1.20, -0.65], [1.12, 3.34, -1.30], [1.67, -0.05, 2.60], [-2.44, 2.23, -4.59], [0.92, 2.64, -2.11], [3.99, -1.72, 1.09], [-1.58, 0.97, 2.42], [-0.92, 3.84, -0.72], [-1.40, 1.15, -1.53], [0.32, -1.60, -4.41], [3.79, -0.50, 3.59], [0.06, -2.95, 1.92], [-3.17, -5.43, -0.66], [-2.49, 1.43, 0.29], [1.29, -1.25, -4.74], [0.44, -2.71, 2.78], [-3.14, -2.83, -3.20], [3.68, -3.57, 2.58], [-0.04, 4.32, -1.15], [3.39, 0.88, 0.43], [-1.06, -0.67, 2.87], [-4.81, -0.82, 0.11], [2.64, 3.00, 2.13], [1.39, 0.76, 3.61], [5.18, 2.11, -0.83], [-2.49, 1.61, -0.78], [2.47, 4.34, 1.00], [0.20, -2.23, -3.18], [-6.32, -2.75, 0.48], [-3.53, 2.51, -2.76], [0.17, 3.22, 2.71], [2.64, -3.86, 1.21], [-0.58, 1.01, -3.50], [-4.45, -1.83, -0.06]],
  "mulliken_charge": [0.3122, 0.1511, -0.7464, 0.3531, -0.2438, -0.2345, 0.3973, 0.3685, -0.2182, 0.3164, 0.1322, -0.5682, 0.2969, -1.4226, -0.6631, -0.6137, -0.1581, -1.0249, 0.0969, 0.3108, -0.6112, 0.3772, -0.5347, 0.3716, -0.9757, -0.5914, 0.5743, 0.2540, 0.5469, -0.0142, -0.7777, 0.1283, -0.2941, 0.4072, 0.3913, -0.3403, -1.8695, 0.4602, -0.6539, 0.3885, 0.9235, 0.4831, 0.2965, 0.5723, 0.3725, -1.1180, 1.6030, 0.4143, -0.6311, 0.4222, -1.2327, 0.3437, -0.4177, 0.3845, 0.4409, 0.1841, 0.6250, 0.4840, 0.2098, 1.4363, -0.5768, -0.8284, 0.2398, 0.4161, 0.3044, 0.3973, -0.4312, 0.3739, 0.4190, -1.3553, -0.1279, 0.4013, 0.4605, 0.4632, -0.5892, 0.4381, -0.0708, 0.5687, -0.5058, 0.3928, -0.6427, 0.1302, 0.4245, 0.5101, -0.6866]
}



Entry 5:
{
  "formula": "C3H5NO2",
  "method": "ωB97M-V/def2-TZVPD",
  "smiles": "N#CCOCO",
  "homo_lumo_gap_ev": 11.7,
  "e_above_lowest_kcal_mol": 41.37,
  "e_homo_ev": -10.957,
  "elements": ["H", "H", "C", "H", "H", "N", "O", "O", "C", "H", "C"],
  "xyz": [[2.06, -0.19, -0.45], [-0.47, -0.79, -1.52], [-0.30, 0.30, 1.17], [1.17, 0.80, -1.65], [-0.57, 1.07, 1.91], [-2.48, -0.53, -0.04], [0.37, -1.03, -1.09], [0.46, 0.96, 0.19], [-1.54, -0.23, 0.56], [0.24, -0.50, 1.69], [1.07, 0.13, -0.79]],
  "mulliken_charge": [0.2734, 0.3374, -0.2118, 0.2413, 0.2783, -0.4628, -0.5167, -0.3516, 0.3594, 0.2664, -0.2134]
}



Entry 6:
{
  "formula": "CHN3O",
  "method": "ωB97M-V/def2-TZVPD",
  "smiles": "ON=c1nn1",
  "homo_lumo_gap_ev": 9.4,
  "e_above_lowest_kcal_mol": 140.72,
  "e_homo_ev": -10.058,
  "elements": ["N", "O", "C", "H", "N", "N"],
  "xyz": [[-0.50, 0.24, -0.48], [-0.01, -0.55, -1.56], [0.15, 0.35, 0.57], [-0.71, -0.99, -2.01], [0.02, 0.82, 1.85], [1.05, 0.14, 1.62]],
  "mulliken_charge": [-0.3664, -0.3619, 0.7228, 0.3408, -0.1597, -0.1756]
}



Question: Number 2 is which compound?
Answer: C29H15ClF4IN7O6PtS